No. 1
{
  "formula": "C5H14N2O",
  "method": "the ωB97M-V functional and the def2-TZVPD basis",
  "charge": 0,
  "homo_lumo_gap_ev": 8.156,
  "elements": ["C", "C", "O", "H", "H", "H", "H", "H", "H", "C", "N", "N", "C", "C", "H", "H", "H", "H", "H", "H", "H", "H"],
  "xyz": [[-1.26, 1.05, 1.06], [-0.83, 2.39, 0.52], [-2.48, 0.59, 0.52], [-2.85, 1.25, -0.10], [-1.38, 1.05, 2.14], [-0.18, 0.17, 0.83], [-1.57, 3.17, 0.70], [-0.68, 2.33, -0.57], [0.11, 2.70, 0.98], [-0.08, -0.69, -1.41], [0.28, -0.98, -0.02], [-0.44, -2.01, 0.63], [1.91, -1.25, 0.18], [2.90, -0.68, -0.49], [-0.32, -2.88, 0.11], [-1.42, -1.72, 0.68], [2.11, -1.84, 1.08], [-1.17, -0.65, -1.52], [0.30, 0.30, -1.68], [0.35, -1.42, -2.09], [2.75, -0.18, -1.44], [3.93, -0.70, -0.13]],
  "lowdin_charge": [-0.39, -0.13, -0.11, 0.08, 0.09, 0.16, 0.07, 0.06, 0.07, -0.09, -0.32, 0.03, -0.07, -0.02, 0.08, 0.08, 0.09, 0.08, 0.08, 0.08, 0.05, 0.05]
}

No. 2
{
  "formula": "C5H14N2O",
  "method": "the ωB97M-V functional and the def2-TZVPD basis",
  "charge": 0,
  "homo_lumo_gap_ev": 10.054,
  "elements": ["C", "N", "C", "C", "C", "C", "N", "H", "H", "H", "H", "H", "H", "H", "H", "H", "H", "H", "H", "O", "H", "H"],
  "xyz": [[1.05, 2.47, 1.74], [1.30, 1.20, 2.00], [0.18, 0.34, 1.76], [-0.39, 0.15, 0.31], [0.67, -0.08, -0.67], [0.15, -0.59, -1.99], [1.56, -1.00, -0.01], [0.08, 2.72, 1.26], [1.67, 3.32, 2.04], [0.14, -0.73, 2.17], [-0.68, 0.55, 2.39], [-1.16, -0.61, 0.43], [-0.96, 1.07, 0.10], [1.25, 0.73, -0.90], [-0.64, 0.14, -2.39], [0.96, -0.74, -2.74], [-0.22, -1.63, -1.98], [1.66, -0.67, 0.91], [2.55, -0.82, -0.29], [-3.32, -1.97, -1.08], [-3.51, -2.02, -2.04], [-2.36, -1.82, -1.05]],
  "lowdin_charge": [-0.01, -0.02, -0.31, -0.17, -0.51, -0.07, 0.04, 0.08, 0.07, 0.13, 0.10, 0.11, 0.11, 0.11, 0.11, 0.08, 0.07, 0.00, 0.10, -0.07, 0.05, 0.00]
}

No. 3
{
  "formula": "C5H14N2O",
  "method": "the ωB97M-V functional and the def2-TZVPD basis",
  "charge": 0,
  "homo_lumo_gap_ev": 7.049,
  "elements": ["C", "C", "C", "C", "C", "N", "N", "O", "H", "H", "H", "H", "H", "H", "H", "H", "H", "H", "H", "H", "H", "H"],
  "xyz": [[0.58, 0.78, 0.74], [-0.31, 0.88, -1.95], [0.22, -1.67, 0.16], [-1.76, 1.09, 1.02], [1.25, -2.53, 0.90], [-0.51, 1.56, 0.46], [0.26, 2.05, -2.15], [0.76, -0.43, -0.26], [0.61, 0.30, 1.73], [1.52, 1.30, 0.55], [0.01, 2.76, -1.46], [1.17, 2.11, -2.57], [-1.30, 0.83, -1.54], [0.10, 0.03, -2.46], [-0.66, -1.52, 0.79], [-0.11, -2.20, -0.74], [-2.30, 0.37, 0.36], [-2.44, 1.92, 1.19], [-1.64, 0.56, 1.99], [0.83, -3.50, 1.17], [1.58, -2.03, 1.81], [2.13, -2.69, 0.26]],
  "lowdin_charge": [-0.30, 0.05, -0.32, -0.22, -0.09, -0.19, 0.11, -0.25, 0.11, 0.09, 0.11, 0.12, 0.08, 0.10, 0.10, 0.11, 0.05, 0.06, 0.07, 0.07, 0.07, 0.07]
}

No. 4
{
  "formula": "C5H14N2O",
  "method": "the ωB97M-V functional and the def2-TZVPD basis",
  "charge": 0,
  "homo_lumo_gap_ev": 9.884,
  "elements": ["N", "C", "C", "N", "C", "C", "C", "O", "H", "H", "H", "H", "H", "H", "H", "H", "H", "H", "H", "H", "H", "H"],
  "xyz": [[-2.54, -0.78, 0.83], [-2.20, -1.56, -0.37], [-0.68, -1.60, -0.47], [-0.13, -0.30, -0.72], [1.28, -0.14, -0.40], [1.77, 1.31, -0.66], [1.21, 2.19, 0.47], [2.04, 1.97, 1.65], [-2.55, -1.37, 1.66], [-3.47, -0.39, 0.79], [-2.57, -2.59, -0.41], [-2.49, -1.05, -1.30], [-0.28, -2.06, 0.47], [-0.39, -2.27, -1.28], [-0.63, 0.29, -0.06], [1.39, -0.34, 0.68], [1.86, -0.90, -0.95], [2.87, 1.33, -0.73], [1.35, 1.76, -1.57], [0.18, 1.92, 0.70], [1.27, 3.26, 0.26], [2.71, 1.32, 1.40]],
  "lowdin_charge": [0.00, -0.27, -0.29, -0.09, -0.25, -0.16, -0.23, -0.10, 0.07, 0.06, 0.10, 0.12, 0.12, 0.11, 0.07, 0.11, 0.12, 0.11, 0.11, 0.10, 0.11, 0.06]
}

No. 5
{
  "formula": "C5H14N2O",
  "method": "the ωB97M-V functional and the def2-TZVPD basis",
  "charge": 0,
  "homo_lumo_gap_ev": 8.791,
  "elements": ["N", "C", "C", "C", "C", "C", "N", "H", "H", "H", "H", "H", "H", "H", "H", "H", "H", "H", "H", "O", "H", "H"],
  "xyz": [[-0.06, -1.71, 1.25], [0.92, -1.44, 0.21], [1.38, 0.07, 0.19], [0.34, 1.04, 0.70], [-0.50, 1.26, -0.55], [0.53, 1.30, -1.67], [1.64, 0.45, -1.21], [-0.03, -2.70, 1.50], [-1.02, -1.49, 0.99], [0.54, -1.60, -0.79], [1.81, -2.06, 0.38], [2.31, 0.04, 0.77], [0.87, 1.95, 1.01], [-0.19, 0.66, 1.57], [-1.19, 0.43, -0.62], [-1.14, 2.14, -0.53], [0.83, 2.34, -1.85], [0.16, 0.90, -2.62], [2.54, 0.89, -1.31], [-2.88, -0.88, 0.84], [-3.30, -0.16, 1.32], [-3.55, -1.41, 0.41]],
  "lowdin_charge": [-0.01, -0.23, -0.34, -0.16, -0.19, -0.21, -0.04, 0.06, 0.01, 0.10, 0.10, 0.13, 0.11, 0.10, 0.09, 0.10, 0.11, 0.10, 0.10, -0.04, 0.05, 0.05]
}

No. 6
{
  "formula": "C5H14N2O",
  "method": "the ωB97M-V functional and the def2-TZVPD basis",
  "charge": 0,
  "homo_lumo_gap_ev": 9.953,
  "elements": ["C", "N", "C", "C", "N", "C", "C", "O", "H", "H", "H", "H", "H", "H", "H", "H", "H", "H", "H", "H", "H", "H"],
  "xyz": [[-0.57, 0.76, 2.28], [-0.14, -0.66, 1.94], [-0.81, -1.11, 0.72], [-0.77, -0.20, -0.51], [-1.87, -0.34, -1.50], [0.64, -0.42, -1.19], [1.83, 0.47, -0.67], [2.44, 1.29, -1.67], [0.15, 1.50, 1.93], [-1.52, 0.95, 1.80], [-0.77, 0.78, 3.33], [0.85, -0.60, 1.71], [-0.38, -2.15, 0.62], [-1.88, -1.35, 0.91], [-0.94, 0.84, -0.22], [-1.55, 0.09, -2.35], [-2.35, -1.23, -1.50], [1.06, -1.41, -1.19], [0.64, -0.18, -2.25], [1.45, 1.15, 0.13], [2.69, -0.11, -0.37], [1.78, 1.93, -1.95]],
  "lowdin_charge": [-0.10, -0.09, -0.25, -0.38, 0.03, -0.12, -0.25, -0.09, 0.06, 0.07, 0.06, 0.08, 0.13, 0.12, 0.11, 0.06, 0.06, 0.10, 0.10, 0.10, 0.11, 0.08]
}

| no. | E_HOMO (eV) | strongest force on any atom (eV/Å) |
| --- | --- | --- |
| 1 | -7.2473 | 5.4 |
| 2 | -9.4214 | 3.9 |
| 3 | -6.7985 | 0.6 |
| 4 | -8.7791 | 1.9 |
| 5 | -8.2038 | 1.5 |
| 6 | -9.1192 | 2.3 |